A structure of composition C32H93InNO14. Source: the Open Molecules 2025 dataset; level of theory: wB97M-V/def2-TZVPD.

```
141
Properties=species:S:1:pos:R:3:lowdin_charge:R:1
H 3.2526 -0.9215 -9.7087 0.059
H -5.6752 3.5502 8.6799 0.073
H -8.9617 10.8545 -0.9069 0.076
H 6.0031 -0.9256 3.4086 0.075
C 2.3793 0.1287 -8.3239 -0.151
H -3.3428 -6.7986 -4.4024 0.077
H -4.8352 2.5929 3.5380 0.111
H -7.8001 8.9650 -0.1678 0.081
O -3.0028 7.9089 8.6028 -0.131
C 5.9330 -2.9635 -8.1482 -0.179
C -8.8575 10.5663 0.1419 -0.162
C 2.7121 -2.3060 -0.7413 -0.220
H -0.5850 -5.5885 2.5100 0.055
C -4.9350 3.0330 9.2975 -0.157
H 9.3973 -3.3003 -8.3919 0.049
C 1.4793 -0.9240 2.6118 -0.199
H -2.3346 8.5805 8.4452 0.067
C 2.5768 -0.0322 0.4633 -0.219
H 1.5492 -7.1116 1.8637 0.083
H -2.0688 -0.9775 5.2343 0.111
C -4.1842 3.4399 3.2892 -0.268
H 1.1871 -1.9744 2.5208 0.097
H 2.1829 -3.0818 -0.1767 0.097
C 3.3634 -1.3210 0.2510 -0.219
C 3.2626 -2.8987 -3.1815 -0.334
H -2.2622 3.9248 5.8936 0.100
H 5.0864 -0.1521 5.3917 0.075
H 3.7349 -4.0702 -1.4312 0.077
H 10.5856 -3.2305 -12.2196 0.073
C 9.7877 -3.7610 -7.4817 -0.174
H -0.4301 -5.5606 -5.7190 0.063
H 6.1161 -2.1008 -7.4990 0.084
C -0.5729 -4.5050 2.6227 -0.147
C 1.3450 -3.5634 -6.5157 -0.638
H 2.5172 -0.8459 2.9442 0.083
H -0.2300 -8.8908 3.1448 0.075
H 6.8970 -3.3608 -8.4707 0.053
H -1.2158 -4.1846 -6.4949 0.063
H -0.7603 1.7382 4.9064 0.099
H 2.8023 -1.9176 -3.3557 0.023
H 4.3954 -3.6616 -7.1909 0.034
H 3.2768 0.6573 -7.9910 0.075
O 8.8678 -3.6581 -6.4055 -0.122
H 12.0940 -3.3102 -10.4222 0.075
H 1.3998 -2.7703 -8.4807 0.056
H 0.7245 -4.8564 -2.4348 -0.119
O 2.5811 -3.5668 -6.4905 -0.066
H -3.3859 2.7399 1.4073 0.070
H -1.9248 -8.2176 -6.3896 0.074
H 0.4308 -4.2373 -8.3621 0.080
H 4.7065 -2.6174 -1.5540 0.085
H -2.7693 0.2240 4.1615 0.095
H -5.2174 1.2525 8.5548 0.077
H 5.3917 -2.6305 -9.0436 0.066
H 10.3577 -1.8770 -11.0842 0.078
H -3.3820 1.1365 6.2255 0.099
H 8.0623 -4.1200 -6.6628 0.061
C -2.5133 1.7993 6.1618 -0.214
H -1.0306 -1.5869 3.2627 0.091
In 1.8421 -4.4776 -3.7805 0.496
H -6.6392 6.2846 5.9737 0.077
H -2.4125 -4.3219 3.2281 0.070
C -0.8830 -0.5203 3.4601 -0.200
H 2.3355 0.3884 -0.5193 0.110
H 0.5709 -0.7560 0.6504 0.112
C -2.8212 3.1552 3.9301 -0.214
H 3.8495 0.6224 4.3800 0.068
H -5.0285 3.3315 1.2730 0.063
O 0.6878 -7.5268 1.9656 -0.129
C 3.6917 -3.0088 -1.7082 -0.328
H -3.7678 -8.4361 -4.9356 0.068
H -8.5037 10.9641 3.9915 0.078
O 2.5134 -0.3077 -9.6752 -0.134
H 3.2169 0.6916 0.9860 0.104
C -3.0849 7.0883 7.4375 -0.160
C -1.3447 1.0378 5.5115 -0.217
H 4.1234 -2.9542 -3.8540 0.020
H 5.5348 1.1781 4.2921 0.075
H 0.8087 0.7859 3.7112 0.102
H -2.2519 2.0349 7.1960 0.092
H -3.3811 7.6624 6.5593 0.065
H 0.8622 -0.7365 4.6781 0.115
H 1.5330 0.8107 -8.2871 0.076
H -8.7507 11.4673 0.7415 0.078
H -2.4597 2.2101 3.5211 0.086
O 5.2586 -4.0019 -7.4766 -0.119
H -4.5897 4.3644 3.7020 0.080
H -2.1344 6.5857 7.2385 0.075
H 9.3255 -3.3117 -10.9779 0.075
C -2.9427 -7.7296 -4.7969 -0.162
H -2.2393 -8.1386 -4.0671 0.079
H -0.2327 -2.7008 -7.7425 0.073
H 1.9386 -1.7928 -1.3241 0.098
H -4.0723 3.6844 9.4194 0.076
C 0.6098 -0.2910 3.7088 -0.223
C -2.8788 3.1270 5.4708 -0.191
H -9.7617 10.0382 0.4565 0.075
H -3.6634 4.4748 1.4363 0.067
H 10.6942 -3.2347 -7.1907 0.077
H -5.3677 2.8393 10.2834 0.072
C 1.2883 -0.2038 1.2677 -0.207
H 2.1940 -0.7128 -7.6529 0.065
C 10.3346 -2.9652 -11.1888 -0.161
O -4.9993 6.5315 4.7997 -0.139
O 11.1945 -3.6035 -10.2549 -0.130
H -4.7571 7.0113 4.0018 0.080
H 0.8532 0.7876 1.4448 0.105
H -0.7287 -4.0401 1.6458 0.085
O -2.3037 -7.4142 -6.0239 -0.128
O -1.5530 -4.0591 3.5676 -0.140
N 0.5872 -3.7111 -5.4298 -0.137
H -1.2042 0.0002 2.5500 0.106
O -7.6999 9.7647 0.3557 -0.126
H -6.7498 10.0842 2.7568 0.063
C -8.3450 9.8933 3.8330 -0.158
H 10.0418 -4.8025 -7.6976 0.079
H -3.8444 6.3331 7.6214 0.071
H 4.3587 -1.0669 -0.1303 0.101
C -0.6345 -4.4901 -5.6164 -0.183
H -7.0098 6.5073 4.2507 0.080
H -8.9775 9.5510 3.0090 0.067
H -2.1307 3.9463 3.6158 0.114
H -6.5024 7.8984 5.2351 0.057
O -4.4696 1.8432 8.6780 -0.127
H -1.2829 -4.3622 -4.7461 0.063
C 4.8890 0.3042 4.4172 -0.155
C 0.7535 -8.4347 3.0525 -0.166
H -3.9088 3.3657 5.7640 0.099
C -1.8265 -0.1133 4.6080 -0.206
C -6.3645 6.8296 5.0725 -0.149
C 0.6737 -3.2953 -7.8614 -0.025
H 2.6433 -5.9676 -4.2951 -0.114
H 0.3999 -4.1993 3.0025 0.072
H 1.4887 -9.2259 2.8789 0.073
H -8.6320 9.3622 4.7384 0.076
H 0.9920 -7.9289 3.9932 0.075
C -4.0714 3.5157 1.7650 -0.116
H -0.6880 0.6283 6.2829 0.107
H 3.5370 -1.8327 1.2023 0.093
O 5.0871 -0.6379 3.3682 -0.128
O -6.9796 9.6156 3.5661 -0.135
```

Values from the calculation:
Charge: -1
HOMO-LUMO gap in eV: 5.89
LUMO in eV: 1.40

A structure of composition C3H10N2O. Source: the Open Molecules 2025 dataset; level of theory: wB97M-V/def2-TZVPD.

```
16
Properties=species:S:1:pos:R:3:lowdin_charge:R:1
H -0.8200 3.1939 -0.2621 0.065
H 1.8809 -1.7462 -1.6587 0.065
H -2.7217 1.3982 1.4315 0.065
C -0.8597 1.6854 1.0744 -0.469
N -1.7826 1.1229 1.6825 0.115
H -0.6434 -1.7020 -1.8934 0.065
H 0.6081 0.0227 1.2898 0.066
H 1.7315 -1.4354 0.0646 0.049
H 1.1222 -2.9429 -0.6083 0.064
C -0.1421 -1.2294 -1.0476 -0.174
N -0.3494 2.3929 0.1241 0.039
H -0.7972 -1.3210 -0.1792 0.060
H 0.8812 1.6334 0.6024 0.124
H -0.0480 -0.1680 -1.2845 0.054
O 0.7185 0.9689 1.4630 -0.024
C 1.2217 -1.8734 -0.7986 -0.165
```

Values from the calculation:
Charge: 0
HOMO-LUMO gap in eV: 10.00
LUMO in eV: 0.82
Relative energy (zero: lowest compared OMol25 entry of this formula, charge and spin) in kcal/mol: 70.7

A structure of composition C18H23BeBr5N5O10P2S. Source: the Open Molecules 2025 dataset; level of theory: wB97M-V/def2-TZVPD.

```
65
Properties=species:S:1:pos:R:3:lowdin_charge:R:1
Br -10.7172 -0.7182 1.0117 0.606
O 0.1611 5.1014 -0.0855 0.091
C -0.6342 -5.1347 1.9138 0.026
H 0.0469 1.3700 1.7553 0.168
H 0.7558 7.9594 -6.5718 0.089
Br -7.7349 0.2304 1.5636 0.560
H 1.9808 2.5003 -0.1326 0.084
H 2.6737 9.3295 -4.6264 0.158
C -3.2753 -3.1142 1.8766 -0.769
C 1.9060 8.5898 -4.8701 -0.332
H 2.1842 2.3835 1.6334 0.111
N 1.7564 -3.0830 -0.6863 -0.128
C -2.5689 -2.3817 2.9714 -0.099
Be -0.9555 -0.8588 -0.8713 0.699
P 1.3105 -6.6702 3.1576 0.716
O 4.0574 -4.4086 -0.1337 -0.283
O -0.0657 3.2044 -1.0345 -0.019
C 1.0860 -3.8152 0.1973 -0.295
H 2.3862 -7.2767 2.5062 -0.018
N 3.8401 -3.8096 2.3597 -0.122
O -0.0323 -0.6737 1.3915 -0.016
H 3.3957 7.0168 -4.5725 0.136
C 0.7650 -5.3992 1.9457 -0.308
N -0.0269 4.4637 -1.1110 -0.605
C 0.2447 0.6741 0.9411 -0.092
O 0.7877 8.8147 -3.9936 0.084
O -0.1773 4.9977 -2.1968 0.091
H -1.2846 -5.6805 2.5803 0.127
N 0.2256 -7.6799 3.6333 -0.281
C 1.7135 0.5797 0.5920 -0.310
H 4.0454 -4.1503 3.2859 0.040
H -1.6966 -2.9111 3.3336 0.081
H 2.3655 8.5947 -6.9659 0.090
O 1.1791 -2.2344 2.4523 0.157
H -8.6217 -1.3330 -0.1293 -0.029
N -0.7145 -2.5907 -0.6602 -0.179
C -1.2071 -4.2187 1.0810 -0.238
H 1.7570 6.4152 -4.9197 0.137
H 1.8593 -5.9235 4.2159 0.012
C 1.6519 -4.7585 1.1174 -0.281
P 3.4724 -5.0402 1.2409 0.820
H 3.1329 -3.0683 2.3506 0.018
C -8.8631 -1.1849 0.9121 -1.648
Br -8.5032 -2.8456 1.8194 0.546
H -0.3956 0.9333 0.0817 0.082
H 1.0523 9.6889 -6.5020 0.089
H 1.8736 0.1338 -0.3951 0.129
O 0.3323 8.1848 -1.8817 0.171
H 3.4694 1.8441 0.5775 0.106
C 1.1380 -1.1847 1.8776 -0.550
H -0.6921 -7.5415 3.2389 -0.044
Br -3.5163 -4.8642 -0.3602 0.812
C 1.4998 8.7142 -6.3149 -0.024
C 2.3343 7.2050 -4.4324 -0.098
O 2.1695 -0.4071 1.5730 0.139
C 2.3870 1.8986 0.6786 0.004
C 0.9759 8.0812 -2.8693 -0.568
H -3.2497 -2.2824 3.8104 0.078
H -2.3268 -1.3702 2.6633 0.078
O 2.0073 7.2097 -3.0373 0.049
C -0.3293 -3.5382 0.2119 -0.252
Br -5.1102 -2.8023 1.7507 0.779
H 4.6528 -5.0578 -0.5243 0.055
C -2.6509 -3.9301 1.0286 -0.733
S 0.7172 -2.1769 -1.4530 1.104
```

Values from the calculation:
Charge: +1
HOMO-LUMO gap in eV: 3.09
LUMO in eV: -7.72

A structure of composition C5H8O. Source: the Open Molecules 2025 dataset; level of theory: wB97M-V/def2-TZVPD.

```
14
Properties=species:S:1:pos:R:3:lowdin_charge:R:1
H -1.0721 2.1065 0.3245 0.143
C -1.1884 -0.8571 -0.1289 -0.189
C 0.7124 0.7831 -0.1763 -0.144
H -0.2347 -1.6009 0.0151 0.108
H 1.2581 1.3705 -0.9101 0.120
H 1.2235 -0.2164 1.7023 0.085
C -0.7828 0.2366 -1.0374 -0.055
H 2.5069 -0.3033 0.4144 0.079
H -0.8261 0.3545 -2.1147 0.118
H -2.0294 -1.5484 -0.1992 0.122
C 1.4345 -0.2333 0.6296 -0.093
O -1.2143 0.0600 0.9829 -0.072
C -0.6879 1.1110 0.1476 -0.293
H 0.9005 -1.2629 0.3502 0.072
```

Values from the calculation:
Charge: 0
HOMO-LUMO gap in eV: 9.99
LUMO in eV: 1.15
Relative energy (zero: lowest compared OMol25 entry of this formula, charge and spin) in kcal/mol: 93.6

A structure of composition C3H2LiNiO3. Source: the Open Molecules 2025 dataset; level of theory: wB97M-V/def2-TZVPD.

```
10
Properties=species:S:1:pos:R:3:mulliken_spin:R:1
O -0.0625 -0.9286 -0.8470 0.087
H -0.6356 0.1502 0.8900 0.007
C 0.2553 1.4004 -0.6081 0.134
Ni -0.8583 3.3594 1.1155 0.997
Li 0.4154 -3.9530 0.5370 0.000
C -0.1736 0.2384 -0.0940 0.380
C 0.1278 -2.1289 -0.2426 0.002
H 0.6979 1.3767 -1.6183 0.005
O -0.0282 2.6053 -0.1336 0.364
O 0.2617 -2.1198 1.0012 0.023
```

Values from the calculation:
2S+1: 3
Charge: +1
HOMO-LUMO gap (alpha / beta) in eV: 6.98 / 5.63
LUMO (alpha / beta) in eV: -4.98 / -6.30

The molecule C3H8N2O. Source: the Open Molecules 2025 dataset; level of theory: wB97M-V/def2-TZVPD.

```
14
Properties=species:S:1:pos:R:3:lowdin_charge:R:1
H -2.0147 -1.9797 1.4685 0.086
H 2.2646 0.9961 -1.0590 -0.032
N 0.2120 1.2874 -0.6529 -0.010
C -0.0401 -0.1546 -0.4535 -0.512
H -0.2616 -2.3175 1.4673 0.092
H -1.0763 0.2046 1.2918 0.136
O 0.4370 -0.9451 -1.2302 0.101
H -0.3607 1.8848 -0.0575 0.135
H 0.0114 1.5224 -1.6170 0.122
N -0.8507 -0.4793 0.5866 0.018
H -1.1867 -2.4389 -0.0396 0.089
C -1.0889 -1.8842 0.8957 -0.061
H 1.9805 2.0995 0.2887 -0.053
C 1.7189 1.9085 -0.7626 -0.111
```

Values from the calculation:
Charge: 0
HOMO-LUMO gap in eV: 7.29
LUMO in eV: 0.33
Relative energy (zero: lowest compared OMol25 entry of this formula, charge and spin) in kcal/mol: 88.6

A cluster of 2 separate species, C15H26FNO4 in total. Source: the Open Molecules 2025 dataset; level of theory: wB97M-V/def2-TZVPD.

```
47
Properties=species:S:1:pos:R:3:lowdin_charge:R:1
O -3.6353 -2.1294 -2.1873 -0.053
H -2.4520 1.9433 -0.2566 0.122
C -3.6303 -0.6581 -0.2769 -0.199
C 1.3709 -1.8820 -0.5695 -0.152
H 0.6589 -4.3747 -1.0013 0.090
H 3.8097 2.3710 0.1765 0.095
H 4.0211 0.5167 -2.1928 0.090
H 0.8553 -4.1063 0.7514 0.092
O 2.3028 0.2921 -1.1501 -0.121
H -6.5057 -2.0205 -0.7612 0.073
C 2.8356 3.3591 3.7437 -0.289
F 2.4894 3.7065 5.0026 0.049
C -5.4749 -2.3628 -0.6609 -0.042
H -0.7719 -4.2570 0.0508 0.091
H 3.3031 -1.0919 -2.3602 0.083
C 2.0738 2.4184 3.0804 -0.009
O 0.3315 0.1533 -0.0580 -0.083
H -5.2663 -2.5099 0.4005 0.070
H 1.8931 -2.4315 -1.3639 0.124
H 5.1497 4.0559 1.4108 0.102
H 2.5792 0.2965 -3.2094 0.095
C -4.4863 -1.3903 -1.3091 -0.422
H -3.4436 -1.5818 -2.9588 0.091
H 4.5028 4.6927 3.7308 0.115
H -0.3849 1.3518 -1.5822 0.131
H -5.3970 -3.3246 -1.1670 0.078
H 0.5849 -0.4701 -1.9945 0.165
C 3.5398 2.6538 1.1854 -0.086
H 2.0086 -1.8708 0.3251 0.148
H -0.0659 2.1834 -0.0471 0.122
C 3.9384 3.9597 3.1708 -0.023
N -2.4535 -0.0613 -0.8897 -0.051
C -1.8865 1.0199 -0.0923 -0.209
C 3.0815 -0.0235 -2.2880 -0.082
H 1.8551 1.3344 1.2417 0.081
C -0.4501 1.2616 -0.4918 -0.176
C 4.2875 3.5969 1.8770 -0.085
H 1.2192 1.9742 3.5729 0.118
H -1.9165 0.7915 0.9848 0.125
H -5.0369 -0.6407 -1.8876 0.136
H -1.7451 -0.7854 -0.9679 0.093
H -3.3727 -1.3603 0.5318 0.124
H -4.2198 0.1508 0.1683 0.126
C 1.1106 -0.4556 -1.0227 -0.402
C 0.2326 -3.8760 -0.1217 -0.099
C 2.4353 2.0661 1.7871 -0.070
O 0.1247 -2.4853 -0.3240 -0.175
```

Values from the calculation:
Charge: 0
HOMO-LUMO gap in eV: 9.65
LUMO in eV: 0.77

A structure of composition Hg2I. Source: the Open Molecules 2025 dataset; level of theory: wB97M-V/def2-TZVPD.

```
3
Properties=species:S:1:pos:R:3:lowdin_charge:R:1
Hg -1.8127 1.4352 -0.3993 1.232
I 0.0019 -0.2434 1.1422 0.586
Hg 1.8108 -1.1918 -0.7429 1.182
```

Values from the calculation:
Charge: +3
HOMO-LUMO gap in eV: 7.08
LUMO in eV: -18.14
Relative energy (zero: lowest compared OMol25 entry of this formula, charge and spin) in kcal/mol: 0.0